Entry 1:
92
Properties=species:S:1:pos:R:3:forces:R:3 method="wB97M-V/def2-TZVPD" total_charge=-2 gap_ev=6.26 e_tot_ha=-4994.18593 e_homo_ev=-2.711 e_above_lowest_kcal_mol=4.86
Na -1.2988 0.8195 1.0441 -0.1 -0.1 -0.4
O 1.5041 -1.5016 3.5153 0.0 0.0 0.0
S 0.5772 -1.9628 2.4998 -0.2 -0.1 0.0
O -0.4379 -2.8906 2.9726 0.0 0.0 0.1
O 0.0177 -0.8917 1.6767 0.2 0.1 0.1
C 1.6039 -2.9895 1.4278 0.1 0.0 0.1
C 2.1450 -4.0767 2.1253 0.0 0.0 0.0
C 3.0070 -4.9597 1.5147 0.0 0.0 0.0
C 3.3559 -4.7602 0.1820 0.0 0.0 0.0
C 2.8234 -3.6918 -0.5075 -0.1 0.0 0.0
C 1.9243 -2.7898 0.0849 0.0 0.1 0.0
P 1.3152 -1.3301 -0.9042 0.0 0.0 0.1
C 2.8802 -0.3664 -0.8956 0.0 0.0 0.0
C 3.9758 -0.6013 -1.7242 0.0 0.0 0.1
C 5.1012 0.2032 -1.6450 0.0 0.0 0.0
C 5.1449 1.2541 -0.7364 0.0 0.0 0.0
C 4.0617 1.4943 0.0932 0.0 0.0 0.0
C 2.9363 0.6849 0.0151 0.0 0.0 0.0
C 1.2864 -2.0371 -2.6024 0.0 0.1 0.0
C 0.7552 -3.3014 -2.8671 0.0 0.0 0.0
C 0.5412 -3.7300 -4.1701 0.0 0.0 0.0
C 0.8514 -2.9013 -5.2388 0.0 0.0 0.0
C 1.3683 -1.6372 -4.9903 0.0 0.0 0.0
C 1.5770 -1.2055 -3.6885 -0.1 0.0 0.0
H 1.8734 -4.2025 3.1650 0.0 0.0 0.0
H 3.4157 -5.7938 2.0727 0.0 0.0 0.0
H 4.0447 -5.4336 -0.3148 0.0 0.0 0.0
H 3.1044 -3.5477 -1.5412 0.0 0.0 -0.1
H 3.9433 -1.4019 -2.4535 0.0 0.0 0.0
H 5.9417 0.0196 -2.3047 0.0 0.0 0.0
H 6.0148 1.8993 -0.6963 0.0 0.0 0.0
H 4.0544 2.3370 0.7707 0.0 0.0 0.0
H 2.0834 0.8935 0.6519 0.0 0.0 0.0
H 0.5059 -3.9613 -2.0454 0.0 0.0 0.0
H 0.1269 -4.7156 -4.3474 0.0 0.0 0.0
H 0.6814 -3.2337 -6.2559 0.0 0.0 0.0
H 1.5975 -0.9699 -5.8126 0.0 0.0 0.0
H 1.9430 -0.2014 -3.5105 0.0 0.0 0.0
N 4.4354 2.3687 3.4877 0.0 0.0 0.0
C 3.0642 2.6872 3.4107 0.0 0.0 0.0
C 2.1145 1.6717 3.3268 0.0 0.0 0.0
C 0.7653 1.9805 3.2893 0.1 -0.1 -0.1
C 0.3469 3.3020 3.3291 0.0 0.0 0.0
C 1.2886 4.3162 3.4023 0.0 0.0 0.0
C 2.6388 4.0119 3.4501 0.0 0.0 0.0
S -1.3646 3.7545 3.4203 -0.1 0.0 0.0
O -1.4623 5.1086 2.9258 0.0 0.0 0.0
O -1.7797 3.5348 4.7908 0.0 0.0 0.0
N -1.9990 2.6563 2.4257 0.1 0.0 0.0
C -3.3150 2.6322 2.2193 0.0 0.0 0.0
N -3.7511 1.5977 1.4342 0.0 0.1 0.0
C -5.0479 1.5287 1.2022 0.0 0.0 0.0
C -5.9704 2.4365 1.6960 0.0 0.0 0.0
C -5.4321 3.4472 2.4844 0.0 0.0 0.0
N -4.1512 3.5602 2.7553 0.0 0.0 0.0
H 4.6374 1.4662 3.0807 0.0 0.0 0.0
H 5.0234 3.0737 3.0676 0.0 0.0 0.0
H 2.4096 0.6293 3.2930 0.0 0.0 0.0
H 0.0633 1.1614 3.2010 0.0 0.1 0.2
H 0.9511 5.3438 3.3962 0.0 0.0 0.0
H 3.3724 4.8103 3.4924 0.0 0.0 0.0
H -5.3829 0.6929 0.5909 0.0 0.0 0.0
H -7.0271 2.3584 1.4866 0.0 0.0 0.0
H -6.0772 4.2061 2.9236 0.0 0.0 0.0
C -3.3305 -1.8455 1.2421 0.0 0.0 0.1
N -2.6551 -1.5941 -0.0208 0.0 0.0 0.1
C -1.8245 -2.7376 -0.3474 0.0 0.0 0.0
C -3.6239 -1.3215 -1.0667 0.0 0.0 0.0
C -3.0263 -0.7848 -2.3559 0.0 0.0 0.0
N -2.5072 0.5639 -2.2602 0.1 0.0 0.0
C -3.5616 1.5534 -2.1633 0.0 0.0 0.0
C -1.6584 0.8506 -3.4031 0.0 0.0 0.0
H -4.0402 -2.6912 1.1605 0.0 0.0 0.0
H -3.8768 -0.9569 1.5559 0.0 0.0 0.0
H -2.5910 -2.0930 2.0046 0.0 0.0 0.0
H -2.4394 -3.6458 -0.5047 0.0 0.0 0.0
H -1.1351 -2.9318 0.4722 0.0 0.0 0.0
H -1.2497 -2.5556 -1.2518 0.0 0.0 0.0
H -4.3411 -0.5998 -0.6729 0.0 0.0 0.0
H -4.1997 -2.2378 -1.3095 0.0 0.0 0.0
H -3.8024 -0.8495 -3.1470 0.0 0.0 0.0
H -2.2084 -1.4335 -2.6785 0.0 0.0 0.0
H -4.2182 1.5355 -3.0563 0.0 0.0 0.0
H -3.1197 2.5445 -2.0752 0.0 0.0 0.0
H -4.1736 1.3844 -1.2807 0.0 0.0 0.0
H -2.2080 0.7279 -4.3574 0.0 0.0 0.0
H -0.7990 0.1784 -3.4093 0.0 0.0 0.0
H -1.2897 1.8731 -3.3512 0.0 0.0 0.0
Cl -0.8257 4.4375 -1.9734 0.0 0.0 0.0
Si 0.4540 2.9542 -0.9863 0.1 0.1 -0.1
Cl 1.8798 4.3496 -0.1175 0.0 0.0 0.0
Cl 1.6733 2.4693 -2.7875 -0.1 0.0 0.0

Entry 2:
24
Properties=species:S:1:pos:R:3:forces:R:3 method="wB97M-V/def2-TZVPD" total_charge=+1 gap_ev=7.04 e_tot_ha=-605.35442 e_homo_ev=-11.881 e_above_lowest_kcal_mol=55.91
C -1.1369 0.4682 3.7932 0.8 2.8 -0.1
N -0.5027 0.8746 2.5204 0.1 -1.7 0.5
C -0.0569 0.1298 1.5379 -0.1 -1.1 0.1
O -0.0096 -1.2212 1.7077 -0.7 0.7 1.4
C -0.0047 -2.0934 0.6442 0.6 0.0 -0.8
N 0.3524 -1.8128 -0.5050 -0.2 0.5 -1.8
C 0.9408 -0.5452 -0.8589 -1.9 1.0 4.2
C 0.4090 0.6738 0.3307 1.4 -4.3 -2.5
N 0.2903 1.8879 -0.0260 0.2 1.2 -0.6
C 0.5441 2.1563 -1.2968 0.9 1.2 -1.7
C 0.5511 1.2130 -2.3388 -1.6 0.9 -1.2
N 0.5559 -0.0655 -2.1551 -0.1 -1.0 1.8
C 0.0171 -1.0211 -3.0213 -0.6 -5.2 -1.0
H -0.4410 -0.0706 4.3323 1.2 -1.6 1.1
H -1.4026 1.3274 4.4811 0.3 -0.6 -1.5
H -1.9718 -0.0483 3.4996 -2.1 -1.5 0.0
H -0.4023 1.8121 2.3110 0.1 2.4 -0.4
H -0.2102 -3.1497 0.7661 -0.5 0.2 1.3
H 1.9527 -0.8459 -0.7364 1.5 1.0 -0.4
H 0.7240 3.1520 -1.6805 -0.6 0.3 0.7
H 0.1805 1.4439 -3.3830 1.0 0.4 1.3
H -0.9197 -1.6265 -2.7119 1.3 1.6 0.3
H -0.1957 -0.7509 -4.0087 -0.2 1.5 -1.3
H 0.7364 -1.8878 -3.2020 -0.5 1.1 0.6

Entry 3:
17
Properties=species:S:1:pos:R:3:forces:R:3 method="wB97M-V/def2-TZVPD" gap_ev="8.40 / 8.40" e_tot_ha=-669.84964 e_homo_ev="-8.305 / -8.304" e_above_lowest_kcal_mol=54.47 smiles="CC(C)=S.C=CO"
C 1.1757 -0.3113 0.4623 -0.6 -1.9 2.0
C 0.9104 1.1487 0.3182 0.4 0.7 -1.9
C -0.0987 1.8955 1.1050 -1.4 1.7 -0.5
S 1.7444 2.0147 -0.7788 0.3 -0.2 -0.1
H 0.7394 -1.0200 -0.3262 0.1 1.4 1.2
H 0.9133 -0.6543 1.5422 -0.2 0.3 -1.8
H 2.2295 -0.5536 0.4441 0.4 0.5 -0.4
H -0.4880 2.8923 0.6410 1.1 -1.9 0.3
H 0.4169 2.2564 1.9838 -0.2 -0.3 0.8
H -1.0050 1.3313 1.3133 0.2 -0.3 0.5
C -1.1556 -1.4541 -2.0136 -2.7 0.9 0.8
C -0.6856 -2.6741 -1.8166 1.1 0.1 -0.1
O 0.1791 -3.2545 -2.6611 1.1 1.0 -3.0
H -1.1377 -0.8299 -2.9540 0.4 -1.0 1.2
H -1.9446 -1.1894 -1.2557 1.0 0.3 -0.9
H -0.7483 -3.3050 -0.9126 -0.5 0.7 -0.5
H 0.3226 -2.6164 -3.4747 -0.4 -1.9 2.4

Entry 4:
23
Properties=species:S:1:pos:R:3:forces:R:3 method="wB97M-V/def2-TZVPD" gap_ev=8.85 e_tot_ha=-550.80957 e_homo_ev=-9.162 e_above_lowest_kcal_mol=72.77 smiles="CO/N=C(/C#N)C1=CCCNC1"
C -0.6262 3.2098 -2.1704 -0.8 -1.0 -1.6
O -0.5743 2.0129 -1.3796 1.3 -0.3 -0.8
N 0.5977 1.3483 -1.8173 -0.7 -1.6 1.7
C 0.9270 0.2245 -1.1715 0.4 3.4 -2.1
C 2.1846 -0.1867 -1.6882 1.7 -1.0 -0.9
N 3.1988 -0.5795 -2.0766 -0.7 0.3 0.3
C 0.4171 -0.4844 -0.0555 -1.1 0.2 1.0
C 0.9997 -1.5485 0.5037 0.5 -0.6 0.9
C 0.3405 -2.3583 1.6042 -2.0 0.1 -1.6
C -1.1010 -1.7842 1.7919 0.7 0.6 2.1
N -1.1006 -0.2989 1.8403 -0.7 -1.8 0.5
C -0.7746 0.2201 0.5777 1.8 0.0 0.3
H -0.8469 2.9848 -3.2471 0.2 -0.1 0.9
H -1.3977 3.8480 -1.8160 -0.8 0.2 0.7
H 0.2798 3.7459 -2.1476 1.3 0.5 0.2
H 2.0363 -1.8432 0.3515 -0.2 0.1 -0.9
H 0.3116 -3.4577 1.3482 0.1 1.1 0.1
H 0.8768 -2.2657 2.5136 0.7 0.1 1.0
H -1.5367 -2.0443 2.7524 0.3 -0.6 0.3
H -1.8375 -2.1385 1.1149 -0.3 -0.2 -1.2
H -0.3659 -0.0184 2.4622 0.2 0.0 0.6
H -1.5838 0.1838 -0.0843 -1.4 0.4 -0.9
H -0.4248 1.2300 0.7935 -0.4 0.2 -0.7

Entry 5:
8
Properties=species:S:1:pos:R:3:forces:R:3 method="wB97M-V/def2-TZVPD" gap_ev="7.35 / 6.52" e_tot_ha=-1209.14017 e_homo_ev="-8.949 / -8.792" e_above_lowest_kcal_mol=33.19
C -0.4328 -0.1036 -0.0667 -1.6 1.5 2.7
O 0.1214 -2.6355 0.7770 0.6 -0.6 0.7
S -1.6907 -1.2117 -0.7610 -0.4 1.9 -1.0
S -0.9423 -2.9600 -0.1826 0.3 -0.4 0.3
I -3.7895 0.4798 0.1260 -0.1 -0.1 0.2
H 0.5092 -0.3327 -0.3715 2.7 -1.6 -0.8
H -0.4706 -0.1258 1.0874 0.0 -0.1 -2.0
H -0.4398 0.9594 -0.3684 -1.3 -0.5 -0.1

Entry 6:
60
Properties=species:S:1:pos:R:3:forces:R:3 method="wB97M-V/def2-TZVPD" gap_ev=9.92 e_tot_ha=-1528.72340 e_homo_ev=-10.448 e_above_lowest_kcal_mol=100.13
O -0.3765 3.7766 -0.4400 -0.1 0.2 0.1
H -0.0666 3.9692 -1.3293 -0.1 0.2 0.0
H -0.2628 2.8281 -0.3571 0.2 -0.1 0.2
O 0.7258 -0.1178 0.5870 0.5 -1.0 0.8
H 0.3305 -0.3097 -0.2726 0.0 0.5 0.4
H 0.9193 0.8132 0.6815 0.0 0.3 -0.4
O 2.4097 -2.9438 -3.9564 -1.0 0.2 -1.9
H 1.6872 -3.0589 -3.3430 0.6 -0.7 0.6
H 3.2315 -3.4021 -3.8182 -0.2 -0.5 1.0
O 1.3213 0.9374 5.4786 0.3 0.3 0.6
H 0.8655 1.7068 5.1235 -0.2 -0.2 -0.2
H 0.6850 0.2156 5.4597 0.1 -0.1 -0.4
O 3.6228 -0.9154 -3.3684 1.2 0.4 0.9
H 3.1599 -0.1651 -3.0021 -0.6 0.3 -0.6
H 3.4281 -1.0964 -4.2864 -0.5 0.3 0.1
O 0.5891 -4.0867 2.6445 -0.6 0.3 -0.1
H -0.1583 -4.3723 3.1825 0.2 -0.3 0.3
H 0.1289 -3.4446 2.0865 0.4 0.1 -0.2
O 3.4673 1.7711 3.6446 0.1 0.8 -0.6
H 3.9566 1.0366 3.2648 -0.1 -0.3 0.2
H 3.0208 1.5062 4.4550 -0.1 -0.6 0.0
O 3.6217 -0.5048 1.2347 0.5 1.7 -0.1
H 4.3539 -1.0491 0.9504 -0.5 -0.8 0.4
H 2.8833 -0.9311 1.6618 0.0 -0.8 -0.2
O 1.8207 2.9177 1.2151 -0.4 -0.5 -0.8
H 1.5011 3.7508 1.5751 0.5 0.0 0.2
H 2.3400 2.4054 1.8498 0.5 0.5 0.6
O -4.6846 0.6246 -1.1732 -0.4 0.2 0.1
H -5.0781 0.4550 -0.2965 0.3 0.0 -0.5
H -4.7309 1.5767 -1.3077 0.0 0.1 0.0
O -1.1765 0.3288 -1.1132 -1.2 0.7 0.2
H -2.1324 0.4253 -0.9851 -0.1 -0.7 0.1
H -1.0517 1.2835 -1.2796 0.3 -0.3 -0.5
O 0.3751 -1.1061 3.5727 -1.0 -0.1 1.3
H 0.4189 -0.4720 2.8606 0.5 -0.1 -0.7
H 0.9852 -1.8409 3.5443 0.3 0.1 -0.7
O -3.4305 0.6140 -3.6197 -0.7 -0.5 0.1
H -3.0410 -0.2412 -3.4305 0.7 -0.2 -0.4
H -4.1980 0.5187 -3.0334 -0.1 0.5 -0.2
O 0.3894 0.0609 -3.2421 -0.6 -0.7 0.1
H -0.3402 -0.1310 -2.6127 0.4 0.6 -0.1
H 0.4242 -0.7844 -3.7078 0.5 0.2 -0.3
O -4.1978 -1.8307 0.0353 0.2 -1.2 -0.3
H -3.7124 -1.0844 -0.3112 0.1 0.3 0.1
H -5.0959 -1.7025 -0.2707 -0.2 -0.1 0.0
O -1.6834 2.4414 -2.6389 0.2 0.6 -0.3
H -2.1932 2.0156 -3.3518 0.1 -0.2 0.3
H -0.7791 2.5032 -2.9705 -0.1 0.0 -0.3
O 5.8644 -1.0822 -1.8139 -0.3 0.1 0.2
H 5.7655 -0.9315 -0.8700 0.2 0.1 0.0
H 4.9681 -0.9372 -2.1778 0.5 -0.2 -0.2
O -0.0782 2.0252 2.8891 0.0 -0.4 0.5
H 0.4665 2.3989 2.1676 -0.6 0.0 0.2
H -0.8960 2.5115 3.0100 0.1 0.2 -0.4
O -4.3273 0.2814 1.4001 -0.3 0.6 -0.7
H -4.0868 -0.0240 2.2703 0.0 0.2 0.5
H -4.5888 1.2074 1.3809 0.4 0.1 1.0
O -2.3022 -3.6133 -1.5575 0.9 -0.6 -0.9
H -3.0222 -2.9965 -1.6432 -0.4 0.2 0.8
H -2.0355 -3.7311 -0.6455 -0.5 0.4 0.2